i | Here is 2 unconnected molecules or ions with the total composition C3H8NO from the Open Molecules 2025 dataset. Energies are from ωB97M-V with the def2-TZVPD basis set.

The geometry in XYZ format:
```
13
Properties=species:S:1:pos:R:3:lowdin_charge:R:1
C -1.572 0.412 1.677 -0.2550
O -0.449 1.216 1.657 -0.2067
H -1.484 -0.378 2.453 0.0574
H -1.772 -0.067 0.713 0.0630
H -2.467 0.959 2.021 0.0523
C 0.564 -1.303 -1.731 -0.1476
C 1.324 -0.226 -1.381 -0.4888
N 1.049 0.714 -0.463 -0.0839
H -0.322 -1.551 -1.155 -0.0114
H 0.892 -2.010 -2.482 -0.0262
H 2.287 -0.104 -1.901 0.0629
H 1.879 1.231 -0.194 -0.0085
H 0.071 1.106 0.787 -0.0075
```

As for the total charge: -1. Its gap between HOMO and LUMO is 6.5 eV. The LUMO energy comes out at 4.402 eV.

ii | Here is 2 unconnected molecules or ions with the total composition C3H8NO from the Open Molecules 2025 dataset. Energies are from ωB97M-V with the def2-TZVPD basis set.

The geometry in XYZ format:
```
13
Properties=species:S:1:pos:R:3:lowdin_charge:R:1
C -0.519 0.855 -2.376 -0.4842
O 0.261 1.894 -1.752 -0.5239
H -1.291 1.150 -3.230 0.0388
H -1.152 0.321 -1.655 -0.0187
H 0.099 -0.022 -2.785 0.0229
C 0.018 -0.019 2.357 -0.1330
C 0.833 -1.107 0.287 -0.0566
N 1.141 -0.507 1.427 -0.0866
H -0.922 -0.585 2.213 0.0683
H 0.378 -0.073 3.380 0.0460
H -0.115 1.026 2.239 0.0429
H 1.336 -2.075 0.114 0.0621
H -0.067 -0.858 -0.216 0.0220
```

As for the total charge: -1. Its gap between HOMO and LUMO is 5.7 eV. The LUMO energy comes out at 3.748 eV.

iii | Here is a gas-phase ion, C3H8NO (charge -1) from the Open Molecules 2025 dataset. Energies are from ωB97M-V with the def2-TZVPD basis set.

The geometry in XYZ format:
```
13
Properties=species:S:1:pos:R:3:lowdin_charge:R:1
C -0.579 -1.324 -1.206 -0.1202
C -0.629 -0.032 -0.365 -0.3701
N 0.312 -0.040 0.698 -0.1006
C 0.789 1.247 1.277 -0.6066
O 2.012 1.125 1.790 -0.3584
H -1.085 -1.135 -2.152 0.0507
H 0.461 -1.595 -1.382 0.0580
H -1.039 -2.151 -0.659 0.0561
H -0.483 0.817 -1.056 0.0844
H -1.647 0.110 0.026 0.0936
H 1.135 -0.613 0.573 0.0769
H 0.718 2.005 0.430 0.0689
H 0.036 1.587 2.026 0.0673
```

As for the total charge: -1. Its gap between HOMO and LUMO is 6.2 eV. The LUMO energy comes out at 4.119 eV. The structure (SMILES) is CCNC[O-].

iv | Here is a gas-phase ion, C3H8NO (charge -1) from the Open Molecules 2025 dataset. Energies are from ωB97M-V with the def2-TZVPD basis set.

The geometry in XYZ format:
```
13
Properties=species:S:1:pos:R:3:lowdin_charge:R:1
C -0.958 0.221 1.619 -0.2233
N -0.914 -0.772 0.529 -0.1460
C -0.678 -0.175 -0.838 -0.2519
C 0.763 0.593 -0.899 -0.5510
O 1.881 -0.119 -0.575 -0.3925
H -1.539 -0.164 2.627 0.0914
H 0.042 0.618 2.037 0.0744
H -1.323 1.199 1.225 0.0521
H -0.011 -1.068 0.810 0.0384
H -0.559 -1.007 -1.593 0.0902
H -1.337 0.619 -1.265 0.0810
H 0.687 0.804 -2.025 0.0656
H 0.624 1.519 -0.219 0.0717
```

As for the total charge: -1. Its gap between HOMO and LUMO is 6.7 eV. The LUMO energy comes out at 4.360 eV. The structure (SMILES) is CNCC[O-].

Most stable structure among those shown: iii. Next: +0.0025 hartree.